Arrangement A

ORCA calculation (ωB97M-V/def2-TZVPD) on a 2-piece molecular cluster, C2H10N2S2 overall.

XYZ file:
```
16
Properties=species:S:1:pos:R:3
C 1.458 1.930 -0.041
S 1.897 0.243 -0.609
S 1.478 -0.912 1.070
H 1.638 1.998 1.027
H 2.050 2.590 -0.671
H 0.412 2.210 -0.192
H 0.215 -0.664 1.175
N -3.555 -0.584 -0.989
C -2.222 -0.112 -0.672
N -1.949 -0.052 0.752
H -4.192 0.197 -0.944
H -3.656 -1.124 -1.835
H -2.022 0.879 -1.110
H -1.435 -0.673 -1.171
H -2.155 0.779 1.275
H -2.450 -0.838 1.151
```

Values from the calculation:
* SMILES: CSS.NCN
* 2S+1: 1
* Kohn-Sham gap: 9.12 eV
* net charge: 0
* HOMO energy: -0.3089 Ha



Arrangement B

ORCA calculation (ωB97M-V/def2-TZVPD) on a 2-piece molecular cluster, C2H10N2S2 overall.

XYZ file:
```
16
Properties=species:S:1:pos:R:3
C 1.244 1.839 -0.294
S 1.983 0.257 -0.641
S 1.603 -0.955 0.979
H 1.114 2.088 0.765
H 1.909 2.601 -0.684
H 0.220 2.019 -0.638
H 0.408 -1.386 0.502
N -3.607 -0.367 -0.837
C -2.171 -0.218 -0.516
N -1.932 0.065 0.886
H -3.977 0.492 -1.216
H -3.701 -1.040 -1.590
H -1.807 0.649 -1.075
H -1.587 -1.100 -0.753
H -2.228 0.902 1.347
H -2.282 -0.721 1.424
```

Values from the calculation:
* SMILES: CSS.NCN
* 2S+1: 1
* Kohn-Sham gap: 9.63 eV
* net charge: 0
* HOMO energy: -0.3278 Ha



Arrangement C

ORCA calculation (ωB97M-V/def2-TZVPD) on C2H10N2S2 as an isolated structure.

XYZ file:
```
16
Properties=species:S:1:pos:R:3
S -2.697 2.162 1.817
S -0.844 0.396 2.106
H -3.965 1.732 1.915
H -1.959 -0.304 2.268
C 1.173 0.319 -0.625
C 0.557 -1.078 -0.521
N -0.604 -1.015 0.395
N 2.269 0.305 -1.596
H 0.381 1.032 -0.886
H 1.583 0.581 0.347
H 0.328 -1.468 -1.515
H 1.341 -1.702 -0.094
H -0.953 -1.960 0.523
H -1.307 -0.502 -0.109
H 1.889 0.347 -2.537
H 2.805 1.154 -1.488
```

Values from the calculation:
* 2S+1: 1
* Kohn-Sham gap: 6.55 eV
* net charge: 0
* HOMO energy: -0.2722 Ha



Arrangement D

ORCA calculation (ωB97M-V/def2-TZVPD) on a 2-piece molecular cluster, C2H10N2S2 overall.

XYZ file:
```
16
Properties=species:S:1:pos:R:3
C 0.984 1.472 1.059
S 2.212 0.648 -0.178
S 1.370 -1.265 -0.401
H 0.926 0.669 1.817
H 1.460 2.401 1.376
H 0.078 1.739 0.742
H 0.949 -1.117 -1.672
N -3.524 0.697 -0.327
C -2.210 -0.078 -0.401
N -1.974 -0.808 0.754
H -3.708 1.371 0.413
H -4.195 -0.054 -0.379
H -1.511 0.674 -0.632
H -2.214 -0.707 -1.228
H -0.977 -0.931 1.049
H -2.285 -1.749 0.836
```

Values from the calculation:
* SMILES: CSS.NCN
* 2S+1: 1
* Kohn-Sham gap: 9.12 eV
* net charge: 0
* HOMO energy: -0.3234 Ha



Least stable structure: arrangement C



Arrangement A

ORCA calculation (ωB97M-V/def2-TZVPD) on a 19-piece molecular cluster, H37O19 overall.

XYZ file:
```
56
Properties=species:S:1:pos:R:3
O 1.567 1.963 4.604
H 0.263 0.884 2.552
H 0.719 1.443 4.504
O -2.884 -1.814 -0.728
H 0.322 -1.404 -0.424
H -2.004 -1.390 -0.977
O -1.164 0.365 -4.423
H -0.349 -1.303 1.887
H -3.712 2.035 1.487
O 0.646 5.128 -0.478
H 1.309 4.427 -0.278
H 0.226 4.875 -1.315
O -4.230 0.146 -2.563
H 1.960 1.632 3.788
H -4.014 -0.816 -2.476
O 2.702 -2.768 -0.403
H 2.505 -2.106 0.258
H 2.024 -2.686 -1.122
O -3.544 2.977 1.208
H -0.283 1.385 -0.540
H -2.714 3.181 1.634
O -1.395 -1.422 2.130
H -1.482 2.351 -0.776
O -0.744 -4.217 0.902
H 2.807 -0.891 -3.199
H -1.047 -3.276 0.973
O 1.035 -1.418 1.222
H 0.083 -2.337 -1.811
H 1.356 -2.263 1.312
O 2.450 2.286 0.902
H 2.385 1.475 1.431
H 2.675 3.016 1.583
O -0.125 -1.613 -1.288
H -0.314 0.217 -3.882
H -2.192 -2.633 -2.290
O 2.956 -0.656 -4.180
H -1.056 -2.361 -3.449
H -1.714 -1.088 1.282
O -1.238 1.476 -0.394
H -1.584 -0.502 -4.570
H -0.864 -4.523 0.025
O 2.338 1.843 -2.282
H 3.235 2.152 -2.698
H 2.401 2.243 -1.447
O -1.937 -2.508 -3.195
H -3.938 0.368 -1.707
H 3.131 0.264 -4.112
O 4.378 -1.192 2.002
H 4.603 -0.308 1.644
H 3.444 -1.250 1.936
O 1.167 0.670 2.595
H 1.087 -0.294 2.085
H -3.051 -1.862 0.207
O -2.183 0.853 4.421
H -2.651 -0.013 4.314
H -1.704 0.765 3.521
```

Values from the calculation:
* 2S+1: 1
* Kohn-Sham gap: 10.03 eV
* net charge: -1
* HOMO energy: -0.2988 Ha



Arrangement B

ORCA calculation (ωB97M-V/def2-TZVPD) on a 19-piece molecular cluster, H37O19 overall.

XYZ file:
```
56
Properties=species:S:1:pos:R:3
O 2.254 1.702 3.155
H -2.305 -2.036 -0.406
H -1.125 2.083 1.855
O 4.265 -0.324 -1.980
H 1.030 -0.743 -2.318
H 4.607 -1.181 -1.743
O -0.225 2.351 2.151
H -0.988 4.269 1.596
H 1.275 -2.330 1.456
O -1.309 1.250 -3.919
H -0.864 0.354 -3.930
H -1.628 1.648 -3.085
O 3.507 1.869 -0.216
H -3.652 -0.793 0.887
H 4.153 1.126 -0.276
O -2.876 2.534 1.175
H -1.067 1.472 -0.815
H -2.852 2.928 0.297
O 1.831 -3.338 1.319
H 1.091 0.853 -1.113
H 1.641 -4.011 1.984
O 1.665 0.728 -1.931
H -0.645 -0.325 -0.932
O -1.324 -3.356 1.737
H -2.674 1.134 -1.094
H -1.035 -3.272 0.833
O -1.239 4.711 0.782
H 0.301 -2.032 -2.624
H -1.257 3.878 0.286
O 0.512 -1.222 1.587
H 0.287 -0.488 0.901
H 3.331 -1.473 2.993
O 0.501 -1.209 -2.993
H -3.418 1.768 1.254
H -2.302 -0.455 -3.320
O -2.021 1.725 -1.282
H -3.318 -1.652 -3.160
H 1.198 1.118 -2.691
O -0.140 0.161 -0.315
H 0.402 1.850 1.546
H -1.909 -2.576 1.979
O 1.598 -2.939 -1.474
H 1.032 -2.342 -0.841
H 2.050 -3.339 -0.723
O -2.677 -1.062 -2.598
H 2.783 1.449 -0.699
H 2.475 1.973 2.297
O -4.459 -0.398 1.203
H 0.718 -0.628 2.457
H -4.452 -0.507 2.160
O -2.236 -1.362 0.277
H -1.491 -0.738 0.050
H 3.365 -0.428 -2.124
O 2.901 -0.554 3.022
H 1.643 2.342 3.458
H 3.073 -0.159 3.904
```

Values from the calculation:
* 2S+1: 1
* Kohn-Sham gap: 9.94 eV
* net charge: -1
* HOMO energy: -0.2761 Ha



Arrangement C

ORCA calculation (ωB97M-V/def2-TZVPD) on a 19-piece molecular cluster, H37O19 overall.

XYZ file:
```
56
Properties=species:S:1:pos:R:3
O 0.892 -3.526 -3.362
H 1.324 -3.130 -2.669
H 0.036 -3.150 -3.283
O -3.130 -2.689 -2.167
H -1.066 3.596 0.009
H -2.259 -2.392 -2.588
O -0.969 -2.212 2.248
H 1.404 -3.939 1.345
H -1.038 -1.873 1.385
O 1.515 1.543 -3.653
H 1.601 2.135 -2.865
H 1.366 0.686 -3.035
O 1.918 -1.142 1.258
H 2.270 -0.590 0.583
H 0.769 0.773 0.282
O -1.278 0.243 -2.696
H -1.123 0.830 -3.534
H -0.480 -0.276 -2.581
O 0.879 -2.516 -0.548
H 1.181 -1.682 0.982
H 0.123 -2.305 -0.083
O 1.414 -3.857 2.276
H 0.988 2.615 2.380
O -1.500 -1.472 -0.238
H -2.152 -2.071 -0.738
H -1.886 -0.586 -0.401
O 3.163 0.980 -0.153
H 3.706 0.856 -0.926
H 3.376 1.932 0.083
O 1.353 -0.729 -2.419
H 1.228 -1.803 -1.334
H 1.891 -1.306 -3.013
O -4.086 1.749 -1.157
H -1.695 -2.088 2.844
H -3.243 1.683 -0.678
O 0.684 1.677 0.506
H 2.059 -0.453 3.453
H 0.957 -3.051 2.459
O 1.055 3.556 2.381
H 1.215 2.035 -0.171
H -4.091 0.990 -1.866
O 2.443 4.369 -1.044
H 2.511 3.958 -1.888
H 1.521 4.650 -1.050
O 1.287 -0.560 4.044
H 0.529 -0.850 3.467
H 1.091 3.808 1.530
O -3.405 -1.111 2.505
H -3.074 -0.201 2.584
H -3.014 -1.244 1.597
O -0.456 4.270 -0.249
H -0.305 4.781 0.525
H -2.774 -3.523 -1.610
O -1.828 1.241 2.861
H -1.196 1.718 2.263
H -1.191 0.821 3.445
```

Values from the calculation:
* 2S+1: 1
* Kohn-Sham gap: 8.90 eV
* net charge: -1
* HOMO energy: -0.2525 Ha



Least stable structure: arrangement C



Arrangement A

ORCA calculation (ωB97M-V/def2-TZVPD) on C4H8N2OS as an isolated structure.

XYZ file:
```
16
Properties=species:S:1:pos:R:3
C -0.858 1.337 -0.155
C -1.062 -0.084 -0.213
C -1.636 -0.579 -1.323
C 0.611 -1.015 1.170
H 0.210 2.546 0.839
H -1.816 1.818 0.331
H -0.563 1.651 -1.459
H -1.837 -0.071 -2.194
H -1.987 -1.654 -1.167
H 1.064 -1.095 2.460
H 2.516 -1.593 1.276
H 1.581 0.295 -0.745
N -0.611 -0.660 0.966
N 1.726 -1.527 0.516
O 0.294 1.612 0.686
S 2.367 -0.982 -0.990
```

Values from the calculation:
* 2S+1: 1
* Kohn-Sham gap: 9.00 eV
* net charge: 0
* HOMO energy: -0.3115 Ha



Arrangement B

ORCA calculation (ωB97M-V/def2-TZVPD) on one molecule with the formula C4H8N2OS.

XYZ file:
```
16
Properties=species:S:1:pos:R:3
C -1.346 1.289 -0.009
C -0.931 -0.126 0.019
N -1.687 -1.191 -0.060
O -2.981 -0.750 -0.221
N 0.293 -0.509 0.610
C 1.549 -0.453 -0.424
C 2.802 -0.114 0.337
S 4.271 -0.367 -0.171
H -0.896 2.107 0.617
H -2.586 1.275 -0.247
H -0.988 1.673 -1.083
H -3.732 -1.437 0.024
H 0.278 -1.429 1.290
H 1.329 0.641 -0.640
H 1.750 -1.017 -1.365
H 2.876 0.408 1.323
```

Values from the calculation:
* SMILES: C/C(=N\O)NCC=S
* 2S+1: 1
* Kohn-Sham gap: 8.60 eV
* net charge: 0
* HOMO energy: -0.3145 Ha



Least stable structure: arrangement B



Arrangement A

ORCA calculation (ωB97M-V/def2-TZVPD) on one molecule with the formula C4H8N2OS.

XYZ file:
```
16
Properties=species:S:1:pos:R:3
H -1.721 -0.644 2.668
N -1.798 0.348 2.339
C -1.226 0.691 1.258
C -1.299 2.157 0.935
N -0.520 -0.154 0.465
S 0.198 0.223 -0.937
C 1.025 -1.337 -1.041
C 2.087 -1.471 -2.079
O 0.642 -2.285 -0.327
H -1.613 2.684 1.991
H -2.190 2.507 0.118
H -0.363 2.678 0.658
H -0.215 -1.078 0.748
H 2.842 -0.752 -1.663
H 1.759 -1.100 -3.121
H 2.394 -2.468 -2.011
```

Values from the calculation:
* SMILES: [H]/N=C(/C)NSC(C)=O
* 2S+1: 1
* Kohn-Sham gap: 8.92 eV
* net charge: 0
* HOMO energy: -0.3066 Ha



Arrangement B

ORCA calculation (ωB97M-V/def2-TZVPD) on one molecule with the formula C4H8N2OS.

XYZ file:
```
16
Properties=species:S:1:pos:R:3
C 1.296 0.722 0.322
C 0.072 1.007 -0.081
C 1.574 -0.743 0.187
C -0.660 -0.248 -0.496
N 0.275 -1.302 -0.153
N -1.906 -0.461 0.211
O -4.352 -0.254 0.641
S -3.378 0.167 -0.343
H 2.040 1.405 0.690
H -0.406 1.968 -0.111
H 2.337 -0.916 -0.587
H 1.946 -1.182 1.121
H -0.941 -0.218 -1.564
H 0.302 -2.070 -0.806
H -1.819 -0.492 1.216
H -3.154 1.581 0.013
```

Values from the calculation:
* 2S+1: 1
* Kohn-Sham gap: 9.85 eV
* net charge: 0
* HOMO energy: -0.3327 Ha



Least stable structure: arrangement B



Arrangement A

ORCA calculation (ωB97M-V/def2-TZVPD) on one molecule with the formula C4H8N2OS.

XYZ file:
```
16
Properties=species:S:1:pos:R:3
C 0.732 -0.120 -0.506
C -0.253 1.211 1.216
C 1.695 -1.248 -0.664
C -1.740 0.880 1.125
N 0.688 0.517 0.693
N 0.138 0.381 -1.598
O -0.941 1.772 -3.314
S -0.915 1.718 -1.878
H -0.042 1.780 2.112
H 2.057 -1.208 -1.650
H 1.144 -2.186 -0.612
H 2.409 -1.324 0.227
H -2.355 1.853 1.222
H -2.056 0.405 1.997
H -1.946 0.199 0.328
H 0.218 -0.008 -2.516
```

Values from the calculation:
* 2S+1: 1
* Kohn-Sham gap (alpha / beta): 7.07 / 6.10 eV
* net charge: 0
* HOMO energy (alpha / beta): -0.2596 / -0.2360 Ha



Arrangement B

ORCA calculation (ωB97M-V/def2-TZVPD) on one molecule with the formula C4H8N2OS.

XYZ file:
```
16
Properties=species:S:1:pos:R:3
O 1.163 -1.672 0.333
C 0.239 -1.059 -0.592
C 0.888 0.086 -1.236
N 0.804 1.282 -0.898
N 0.127 1.617 0.186
C -0.223 0.567 1.137
C -0.878 -0.624 0.329
S -2.510 -0.244 -0.457
H 2.265 -1.284 0.168
H -0.232 -1.754 -1.280
H 1.616 -0.104 -2.001
H 0.279 2.624 0.509
H -0.827 0.950 1.999
H 0.674 0.068 1.620
H -1.127 -1.444 0.994
H -2.256 0.990 -0.810
```

Values from the calculation:
* SMILES: O[C@@H]1C=NNC[C@H]1S
* 2S+1: 1
* Kohn-Sham gap: 9.31 eV
* net charge: 0
* HOMO energy: -0.3191 Ha



Arrangement C

ORCA calculation (ωB97M-V/def2-TZVPD) on C4H8N2OS as an isolated structure.

XYZ file:
```
16
Properties=species:S:1:pos:R:3
C 3.132 0.805 0.194
C -0.316 -0.624 -0.191
C -2.660 -1.395 0.101
C -2.298 0.983 0.200
H 3.261 1.257 -0.920
H 4.321 0.954 0.910
H 2.460 1.438 0.804
H 0.031 -1.539 -0.375
H -2.221 -1.823 -0.873
H -3.565 -0.902 -0.268
H -2.578 -2.013 1.070
H -3.462 0.831 0.556
N 0.671 0.224 -0.065
N -1.676 -0.293 0.117
O -1.569 1.977 -0.255
S 2.137 -0.760 -0.066
```

Values from the calculation:
* 2S+1: 1
* Kohn-Sham gap: 8.51 eV
* net charge: 0
* HOMO energy: -0.3002 Ha



Least stable structure: arrangement C



Arrangement A

ORCA calculation (ωB97M-V/def2-TZVPD) on a 2-piece molecular cluster, C2H2O4 overall.

XYZ file:
```
8
Properties=species:S:1:pos:R:3
C -1.999 0.350 0.144
C 0.675 -0.734 -0.530
O -2.268 -0.630 -0.372
O -1.609 1.317 0.613
O 1.081 -1.354 0.508
O 1.330 0.485 -0.354
H 1.576 -0.717 1.026
H 1.215 1.284 -1.034
```

Values from the calculation:
* 2S+1: 1
* Kohn-Sham gap: 10.42 eV
* net charge: 0
* HOMO energy: -0.3651 Ha



Arrangement B

ORCA calculation (ωB97M-V/def2-TZVPD) on one molecule with the formula C2H2O4.

XYZ file:
```
8
Properties=species:S:1:pos:R:3
O 1.353 -1.204 0.172
C 0.821 -0.156 -0.101
O 1.535 0.922 -0.110
C -0.776 0.167 -0.058
O -1.313 1.313 0.160
O -1.607 -1.024 -0.071
H 2.458 0.720 -0.028
H -2.472 -0.852 -0.224
```

Values from the calculation:
* SMILES: O=C(O)C(=O)O
* 2S+1: 1
* Kohn-Sham gap: 10.50 eV
* net charge: 0
* HOMO energy: -0.4024 Ha



Arrangement C

ORCA calculation (ωB97M-V/def2-TZVPD) on C2H2O4 as an isolated structure.

XYZ file:
```
8
Properties=species:S:1:pos:R:3
C 0.989 -0.597 -0.234
C -0.642 0.524 0.396
O -1.356 0.736 -0.717
O 1.386 -1.003 0.884
O 1.153 -0.627 -1.396
O -0.980 0.996 1.452
H -0.923 0.339 -1.488
H 0.373 -0.369 1.103
```

Values from the calculation:
* 2S+1: 1
* Kohn-Sham gap: 10.47 eV
* net charge: 0
* HOMO energy: -0.3698 Ha



Least stable structure: arrangement C